[1]
An isolated molecule of C19H30N2O2S in a non-equilibrium geometry, computed with ωB97M-V with the def2-TZVPD basis set.

Computed properties:
Max |F| in eV/Å: 1.14
Lowest unoccupied orbital energy in eV: 0.620
SMILES: CC(C)N1CCN(Cc2ccc(C#CC(C)(C)O)s2)C[C@H]1CCO
Energy above the lowest of the compared OMol25 structures with the same formula, charge and spin in kcal/mol: 88.4
Highest occupied orbital energy in eV: -7.893
Orbital gap in eV: 8.51

XYZ file:
```
54
Properties=species:S:1:pos:R:3:forces:R:3
S -2.217 -0.323 0.800 -0.07 -0.39 -0.58
O 5.343 -1.790 -0.637 0.11 -0.06 -0.51
O -7.262 1.894 0.145 -0.11 0.18 0.11
N 3.630 0.425 -0.437 0.00 -0.05 -0.19
N 0.864 0.015 0.485 0.08 -0.08 0.08
C 3.365 0.001 0.937 -0.21 -0.30 0.36
C -8.094 -0.001 -1.134 0.08 0.14 0.21
C 3.655 2.926 0.051 0.00 -0.21 -0.26
C -3.477 -0.903 -0.257 0.91 -0.22 0.10
C -5.925 -0.053 -0.019 0.72 -0.03 -0.10
C 1.930 0.345 1.407 0.30 0.20 0.05
C -1.059 -1.354 0.033 -0.24 0.06 0.06
C -4.787 -0.429 -0.142 -1.10 0.27 0.13
C -1.621 -2.081 -0.973 0.28 0.03 0.22
C 4.291 1.710 -0.638 0.26 0.31 0.08
C 0.361 -1.345 0.496 0.00 -0.03 0.00
C -2.997 -1.831 -1.141 -0.27 0.23 0.16
C 3.674 -1.497 1.118 0.37 0.27 -0.10
C 5.767 1.617 -0.235 -0.26 0.04 -0.21
C 5.118 -1.844 0.747 -0.20 -0.05 0.31
C 1.153 0.531 -0.840 0.14 0.07 -0.17
C -7.285 0.473 0.084 -0.43 -0.34 -0.07
C 2.539 0.098 -1.342 -0.37 0.01 0.04
C -7.926 -0.010 1.388 0.09 0.26 -0.19
H -3.613 -2.311 -1.880 -0.14 -0.03 -0.10
H -7.624 0.336 -2.057 0.03 0.00 -0.04
H 5.876 1.501 0.841 0.04 -0.01 0.15
H 4.190 3.825 -0.246 0.04 0.12 0.02
H 1.865 1.427 1.568 0.07 -0.03 0.08
H 4.260 1.886 -1.720 0.00 -0.03 0.11
H 0.929 -2.043 -0.140 -0.05 -0.01 0.11
H -7.343 0.350 2.232 0.04 -0.01 0.07
H -9.100 0.408 -1.083 -0.08 0.04 0.04
H 6.282 2.528 -0.529 0.09 0.11 0.03
H 3.715 2.840 1.133 0.00 0.01 0.14
H 1.734 -0.145 2.363 0.01 0.03 0.03
H 1.094 1.622 -0.789 -0.02 -0.03 -0.11
H 3.503 -1.762 2.163 -0.07 -0.04 0.06
H 5.807 -1.166 1.275 -0.03 -0.07 0.06
H 6.250 0.776 -0.725 0.08 -0.08 -0.02
H -8.933 0.392 1.462 -0.12 0.02 0.00
H 2.737 0.551 -2.315 0.03 -0.06 0.00
H -1.069 -2.780 -1.576 0.17 -0.10 -0.07
H 4.941 -0.956 -0.937 -0.06 -0.03 0.11
H 5.348 -2.869 1.055 0.01 0.12 0.07
H 3.014 -2.106 0.502 -0.08 -0.09 0.01
H -7.961 -1.095 1.412 0.00 -0.07 -0.01
H 0.382 0.182 -1.530 -0.02 0.07 -0.01
H 2.537 -0.990 -1.481 -0.04 0.02 -0.09
H -6.795 2.233 -0.626 0.03 -0.06 0.00
H 2.613 3.044 -0.236 -0.09 0.07 0.02
H 4.056 0.546 1.589 -0.01 -0.01 -0.02
H -8.148 -1.086 -1.150 0.00 -0.10 -0.04
H 0.410 -1.712 1.527 0.10 -0.04 -0.09
```
Forces are in eV/Å.

***

[2]
A structure of composition C8H11O2S in a non-equilibrium geometry, computed with ωB97M-V with the def2-TZVPD basis set.

Computed properties:
Max |F| in eV/Å: 5.40
Lowest unoccupied orbital energy in eV: 3.575
Total charge: -1
Energy above the lowest of the compared OMol25 structures with the same formula, charge and spin in kcal/mol: 106.2
Highest occupied orbital energy in eV: -3.495
Orbital gap in eV: 7.07

XYZ file:
```
22
Properties=species:S:1:pos:R:3:forces:R:3
S -2.450 0.432 -0.507 0.64 -0.67 2.38
O -2.074 1.258 0.649 -0.12 -0.65 -0.30
O -2.009 0.958 -1.759 -0.17 0.18 -1.65
C 1.951 1.709 0.951 -1.22 -0.43 0.47
C -1.423 -2.391 0.115 -3.46 -4.04 -0.92
C 0.166 -0.526 0.275 3.54 1.44 -0.30
C -4.038 -0.085 -0.307 1.71 -0.97 2.99
C 2.356 0.573 0.029 1.34 0.65 -1.89
C 3.557 0.697 -0.601 -0.12 -1.01 -0.01
C 1.395 -0.494 -0.343 -0.19 -0.62 0.60
C -0.943 -1.235 -0.068 -2.39 3.09 -1.01
H -0.011 0.269 0.992 -0.15 -0.12 -0.02
H 1.716 -1.273 -1.125 -0.59 1.39 1.21
H 4.162 1.597 -0.444 -0.05 -0.47 0.03
H 1.228 2.415 0.465 -0.15 -1.16 0.47
H 1.494 1.119 1.830 0.59 1.84 -0.78
H -2.449 -2.745 -0.329 1.64 1.07 0.89
H 2.737 2.444 1.215 0.13 -1.14 0.21
H 3.984 -0.111 -1.264 -0.67 1.05 0.64
H -0.948 -3.205 0.625 0.66 -0.33 0.29
H -3.918 -0.762 0.669 -0.63 1.64 -1.84
H -4.485 -0.643 -1.070 -0.35 -0.74 -1.45
```
Forces are in eV/Å.

***

[3]
A structure of composition C32H30N5O7ReS2 in a non-equilibrium geometry, computed with ωB97M-V with the def2-TZVPD basis set.

Computed properties:
Max |F| in eV/Å: 2.28
Spin multiplicity: 4
Lowest unoccupied orbital energy (spin up / spin down) in eV: -5.520 / -5.983
Total charge: +1
Energy above the lowest of the compared OMol25 structures with the same formula, charge and spin in kcal/mol: 37.3
Highest occupied orbital energy (spin up / spin down) in eV: -8.984 / -8.983
Orbital gap (spin up / spin down) in eV: 3.46 / 3.00

XYZ file:
```
77
Properties=species:S:1:pos:R:3:forces:R:3
Re 0.737 0.003 -0.019 -0.64 -2.16 0.38
S -0.737 -1.483 -1.063 0.33 0.59 0.07
S 1.838 -6.475 3.311 0.05 -0.58 0.39
O -0.758 -1.476 3.514 0.10 0.20 0.32
O 0.837 -6.104 4.297 0.02 0.18 -0.18
O 0.129 -0.679 1.667 0.25 0.48 -0.34
O -0.876 0.874 -7.572 0.02 0.05 0.02
O 1.454 -7.551 2.417 0.02 0.25 -0.06
O 3.191 -6.565 3.836 -0.16 0.18 -0.18
O 1.049 1.894 -7.917 0.07 0.09 -0.07
N 2.242 -1.604 -0.216 -0.05 0.53 0.12
N 2.285 1.063 1.042 0.00 -0.02 0.16
N 1.789 1.049 -1.606 -0.04 0.02 -0.36
N -0.547 1.552 0.179 -0.26 0.59 -0.13
N -2.039 3.464 0.519 0.00 0.08 -0.08
C 3.200 1.629 0.232 -0.04 0.00 -0.14
C -3.029 3.887 -0.510 0.00 -0.06 0.22
C -2.116 4.153 1.838 -0.12 -0.08 -0.12
C -3.691 -3.777 0.221 0.00 0.00 0.05
C 2.849 1.632 -1.188 0.35 0.36 0.15
C 2.311 1.617 -3.985 0.21 -0.03 0.01
C 1.912 -5.156 0.862 -0.04 0.03 0.12
C 2.205 -2.645 2.037 0.10 0.16 0.15
C 2.090 -3.770 2.831 -0.06 -0.18 -0.07
C -4.434 3.744 0.054 0.05 0.01 0.10
C -3.530 4.041 2.392 -0.03 0.00 -0.10
C -1.749 -2.223 1.502 0.13 0.15 -0.20
C 4.586 2.154 2.095 0.08 0.05 -0.06
C 2.157 -2.789 0.661 -0.07 0.04 -0.20
C 1.931 -5.028 2.244 0.14 0.15 -0.05
C 0.142 0.806 -3.369 -0.22 0.00 0.15
C -0.769 -1.446 2.322 -0.21 -0.30 -0.34
C -0.261 0.871 -4.693 -0.10 0.02 -0.01
C -1.252 2.462 0.327 -0.26 0.15 0.19
C 1.428 1.160 -3.006 0.05 -0.05 0.11
C 2.484 1.046 2.361 0.00 0.01 -0.03
C 4.362 2.184 0.721 0.23 0.10 0.00
C 2.025 -4.025 0.062 -0.12 -0.07 -0.13
C -2.770 -3.066 -0.526 0.07 0.05 0.02
C -3.644 -3.724 1.607 -0.05 -0.05 0.01
C 3.634 1.588 2.921 -0.03 0.00 0.06
C -1.799 -2.281 0.102 -0.04 -0.11 0.06
C 0.616 1.301 -5.673 0.04 0.00 -0.07
C 0.290 1.389 -7.148 -0.06 -0.07 0.08
C -4.567 4.515 1.369 0.07 -0.09 0.00
C -2.681 -2.954 2.232 0.02 -0.06 0.08
C 1.901 1.687 -5.299 -0.01 0.00 -0.07
H 3.332 1.904 -3.769 -0.05 -0.08 0.04
H 1.710 0.575 2.956 0.00 -0.02 -0.03
H -3.728 3.001 2.670 0.01 0.03 0.00
H 2.577 2.037 -6.068 0.00 -0.02 0.00
H -0.568 0.493 -2.617 0.02 -0.02 -0.02
H -2.814 4.930 -0.748 0.04 0.02 -0.02
H -5.570 4.382 1.775 0.02 0.04 0.00
H -3.583 4.639 3.302 -0.02 -0.02 0.01
H 5.495 2.569 2.512 -0.04 -0.01 -0.04
H 3.490 2.194 -1.859 0.00 0.00 0.02
H 3.772 1.550 3.994 -0.02 -0.01 -0.05
H -4.434 5.585 1.181 -0.02 -0.02 0.01
H 1.804 -6.145 0.431 -0.01 0.04 0.06
H -1.375 0.453 -6.865 0.01 -0.04 0.02
H -1.283 0.591 -4.920 0.01 -0.01 0.00
H -2.788 -3.115 -1.608 -0.02 -0.01 0.04
H 2.000 -4.111 -1.024 0.00 -0.01 0.11
H -4.644 2.683 0.223 -0.02 0.02 -0.04
H 3.173 -1.198 -0.138 0.10 -0.12 0.03
H -5.147 4.107 -0.687 0.00 0.00 0.02
H -4.438 -4.377 -0.281 0.03 -0.01 0.01
H 2.168 -1.946 -1.171 0.04 -0.08 -0.08
H -2.879 3.290 -1.407 0.05 -0.06 0.00
H 2.310 -1.663 2.490 0.01 -0.16 -0.04
H -4.348 -4.293 2.201 0.03 0.03 -0.02
H 2.102 -3.694 3.912 0.01 -0.03 -0.06
H 5.081 2.621 0.038 -0.04 0.00 0.08
H -1.847 5.198 1.674 0.03 0.01 -0.05
H -1.383 3.707 2.506 0.04 -0.04 -0.02
H -2.613 -2.913 3.311 -0.01 -0.03 -0.02
```
Forces are in eV/Å.

***

[4]
A cluster of 2 separate species, C5H12O3 in total in a non-equilibrium geometry, computed with ωB97M-V with the def2-TZVPD basis set.

Computed properties:
Max |F| in eV/Å: 2.67
Spin multiplicity: 2
Lowest unoccupied orbital energy (spin up / spin down) in eV: -6.147 / -9.792
Total charge: +1
Energy above the lowest of the compared OMol25 structures with the same formula, charge and spin in kcal/mol: 57.1
Highest occupied orbital energy (spin up / spin down) in eV: -14.416 / -14.407
Orbital gap (spin up / spin down) in eV: 8.27 / 4.61

XYZ file:
```
20
Properties=species:S:1:pos:R:3:forces:R:3
O -0.417 1.601 2.483 -0.44 0.02 -0.67
O -2.352 -1.037 -2.271 -0.18 0.41 0.33
O 3.450 -0.571 0.340 -0.39 0.19 -0.23
C -0.301 -1.063 -1.237 2.11 -1.59 0.39
C 0.378 -0.735 0.114 -1.30 0.76 -0.19
C -1.652 -0.483 -1.473 0.00 -0.20 -0.56
C -0.742 1.443 1.100 0.58 -0.80 -0.07
C 0.459 0.753 0.387 0.81 0.66 0.57
H -0.275 -2.149 -1.386 -0.82 -0.09 0.17
H 0.385 -0.845 -2.069 -0.48 0.96 -0.15
H -0.174 -1.173 0.942 0.01 -0.42 0.00
H -1.637 0.809 1.089 -0.23 0.19 -0.46
H 3.572 0.018 1.093 0.20 -0.06 0.09
H 0.908 1.330 -0.427 -0.62 -0.03 -0.50
H -0.919 2.393 0.601 -0.24 0.21 0.43
H -0.891 0.891 2.928 0.17 0.23 0.44
H 2.898 -0.053 -0.264 0.53 -0.02 0.09
H 1.334 -1.245 0.026 0.21 0.02 0.23
H -1.944 0.428 -0.918 -0.25 0.05 -0.13
H 1.209 0.957 1.147 0.33 -0.49 0.22
```
Forces are in eV/Å.